Record 1
The following is a quantum chemistry calculation of a 3-piece molecular cluster, C17H45BrN4O11P3 overall at a distorted geometry, from the Open Molecules 2025 dataset.

Each line ends with the Löwdin charge.
CARTESIAN COORDINATES (ANGSTROEM)
N: -1.72 -0.28 1.26  0.164
C: -2.63 -0.40 2.15  -0.491
N: -2.24 -0.97 3.41  0.084
N: -4.00 0.06 1.90  -0.015
C: -4.07 1.54 1.91  -0.218
C: -5.13 2.12 0.91  -0.178
C: -6.46 2.56 1.60  -0.244
C: -7.21 1.36 2.30  -0.327
P: -8.56 0.59 1.26  0.519
Br: -9.47 1.94 -0.26  0.496
P: -10.11 -0.02 2.70  0.421
N: -9.30 -0.74 3.85  -0.163
O: -10.85 1.37 3.23  -0.178
O: -11.15 -1.14 2.03  -0.180
P: -7.75 -1.27 0.41  0.423
O: -6.64 -0.98 -0.56  -0.287
O: -7.21 -2.17 1.70  -0.151
O: -9.05 -2.00 -0.36  -0.166
H: -2.15 0.17 0.44  0.062
H: -2.48 -1.96 3.42  0.082
H: -2.70 -0.50 4.18  0.075
H: -4.29 -0.30 0.99  0.090
H: -3.08 1.94 1.59  0.117
H: -4.28 1.93 2.93  0.122
H: -5.34 1.45 0.04  0.110
H: -4.68 3.04 0.47  0.122
H: -7.10 3.10 0.87  0.069
H: -6.20 3.28 2.41  0.124
H: -7.72 1.76 3.21  0.101
H: -6.54 0.55 2.66  0.094
H: -9.62 -1.70 3.97  0.010
H: -11.33 1.12 4.04  0.095
H: -11.84 -0.70 1.51  0.087
H: -7.54 -3.07 1.65  0.090
H: -8.91 -2.96 -0.31  0.087
C: 5.86 3.11 -0.20  -0.111
O: 4.73 2.52 0.41  -0.215
C: 3.73 3.50 0.71  -0.191
C: 2.36 2.87 0.88  -0.175
O: 1.71 2.57 -0.36  -0.133
C: 2.21 1.45 -1.08  -0.176
C: 1.82 0.12 -0.45  -0.198
O: 2.65 -0.17 0.66  -0.221
C: 2.03 -1.06 1.58  -0.102
H: 6.34 3.82 0.48  0.093
H: 6.57 2.31 -0.42  0.071
H: 5.59 3.60 -1.13  0.096
H: 3.69 4.25 -0.08  0.128
H: 4.02 3.98 1.66  0.127
H: 1.71 3.61 1.36  0.124
H: 2.38 2.00 1.53  0.120
H: 3.28 1.53 -1.23  0.101
H: 1.74 1.51 -2.06  0.128
H: 1.95 -0.68 -1.19  0.127
H: 0.77 0.16 -0.15  0.107
H: 1.11 -0.62 1.97  0.070
H: 2.72 -1.21 2.41  0.088
H: 1.83 -2.02 1.09  0.089
C: 8.53 -1.71 -5.71  -0.112
O: 7.48 -1.68 -4.76  -0.204
C: 6.60 -2.79 -4.91  -0.202
C: 5.83 -3.03 -3.62  -0.180
O: 6.59 -3.72 -2.63  -0.130
C: 7.61 -2.97 -1.98  -0.178
C: 7.07 -1.95 -0.98  -0.198
O: 6.59 -0.80 -1.66  -0.194
C: 5.63 -0.10 -0.89  -0.106
H: 8.13 -1.64 -6.73  0.087
H: 9.17 -0.85 -5.52  0.088
H: 9.12 -2.62 -5.60  0.088
H: 7.16 -3.69 -5.17  0.127
H: 5.89 -2.55 -5.72  0.126
H: 4.99 -3.69 -3.85  0.125
H: 5.41 -2.11 -3.22  0.119
H: 8.28 -2.50 -2.70  0.120
H: 8.19 -3.70 -1.42  0.126
H: 7.87 -1.64 -0.30  0.127
H: 6.26 -2.42 -0.40  0.128
H: 4.76 -0.73 -0.68  0.085
H: 5.29 0.76 -1.47  0.076
H: 6.06 0.26 0.05  0.091

The HOMO energy comes out at -9.86 eV. The value obtained for the lowest unoccupied orbital energy is -5.1 eV. Its HOMO-LUMO gap is 4.73 eV. The total charge is +1.

Record 2
The following is a quantum chemistry calculation of C33H28CsN7O5 as an isolated structure at a distorted geometry, from the Open Molecules 2025 dataset.

Each line ends with the Löwdin charge.
CARTESIAN COORDINATES (ANGSTROEM)
Cs: -0.98 0.81 -0.23  0.982
C: -2.18 -2.91 -0.19  -0.030
C: -2.05 -2.75 -1.67  -0.304
C: -3.07 -3.12 -2.54  -0.027
C: -2.92 -2.91 -3.89  -0.074
C: -1.75 -2.33 -4.36  -0.037
C: -0.78 -1.99 -3.43  -0.224
N: -0.92 -2.19 -2.12  0.173
C: 0.51 -1.37 -3.84  -0.203
C: 1.14 -1.71 -5.04  -0.029
C: 2.36 -1.13 -5.34  -0.076
C: 2.92 -0.24 -4.44  -0.027
C: 2.23 0.05 -3.27  -0.200
N: 1.05 -0.50 -2.99  0.188
C: 2.80 0.95 -2.23  -0.228
C: 3.64 2.01 -2.56  -0.041
C: 4.13 2.79 -1.52  -0.072
C: 3.79 2.48 -0.22  -0.031
C: 2.95 1.40 0.03  -0.301
C: 2.53 1.04 1.42  -0.032
N: 2.46 0.66 -0.97  0.162
H: -2.73 -3.81 0.06  0.080
H: -2.75 -2.06 0.21  0.065
H: -1.21 -2.89 0.30  0.061
H: -3.98 -3.55 -2.14  0.109
H: -3.72 -3.17 -4.58  0.098
H: -1.61 -2.12 -5.41  0.099
H: 0.69 -2.45 -5.69  0.102
H: 2.88 -1.39 -6.25  0.098
H: 3.89 0.20 -4.63  0.101
H: 3.86 2.24 -3.59  0.097
H: 4.75 3.65 -1.74  0.099
H: 4.13 3.09 0.61  0.108
H: 3.29 1.30 2.15  0.085
H: 2.26 -0.02 1.47  0.050
H: 1.64 1.62 1.68  0.034
C: -0.47 4.08 5.12  -0.086
O: 0.72 3.29 5.20  -0.100
C: 0.54 1.93 5.27  -0.241
C: 1.23 1.24 6.25  -0.030
C: 1.11 -0.14 6.35  -0.110
C: 0.26 -0.82 5.50  -0.052
C: -0.45 -0.15 4.51  -0.123
C: -1.45 -0.83 3.64  -0.129
N: -1.36 -1.94 3.05  0.026
N: -0.16 -2.65 3.18  0.015
C: 0.69 -2.33 2.24  -0.550
O: 0.56 -1.47 1.32  -0.170
C: 1.98 -3.13 2.26  -0.129
C: 2.92 -2.90 1.25  -0.029
C: 4.12 -3.58 1.24  -0.104
C: 4.41 -4.51 2.24  -0.136
C: 3.48 -4.75 3.24  -0.119
C: 2.28 -4.06 3.25  -0.048
C: -0.27 1.23 4.36  -0.219
O: -0.89 1.85 3.33  -0.006
H: -0.30 4.95 5.75  0.079
H: -1.33 3.52 5.49  0.096
H: -0.65 4.39 4.09  0.059
H: 1.88 1.81 6.91  0.105
H: 1.67 -0.67 7.11  0.086
H: 0.15 -1.90 5.56  0.098
H: -2.39 -0.29 3.51  0.111
H: 2.66 -2.17 0.50  0.104
H: 4.84 -3.39 0.45  0.089
H: 5.36 -5.04 2.23  0.081
H: 3.70 -5.46 4.02  0.084
H: 1.54 -4.23 4.03  0.095
O: -3.61 0.21 -0.45  -0.421
N: -4.05 1.23 -1.03  -0.338
O: -3.18 1.92 -1.59  -0.366
N: 0.47 3.69 1.96  -0.148
C: 1.02 4.42 1.23  -0.311
H: -0.31 2.54 2.96  -0.017

The HOMO energy comes out at -1.99 eV. The value obtained for the lowest unoccupied orbital energy is 3.8 eV. Its HOMO-LUMO gap is 5.78 eV. The total charge is -2.

Record 3
The following is a quantum chemistry calculation of C19H17GaN4OS2 as an isolated structure at a distorted geometry, from the Open Molecules 2025 dataset.

Each line ends with the Löwdin charge.
CARTESIAN COORDINATES (ANGSTROEM)
Ga: 9.20 8.31 8.64  0.460
N: 12.98 8.42 10.72  0.144
C: 11.74 8.36 10.17  -0.759
S: 11.45 8.99 8.60  0.813
N: 10.85 7.70 10.94  0.037
N: 9.73 7.44 10.34  -0.115
C: 8.78 6.60 10.77  0.027
C: 7.63 6.48 9.94  -0.190
C: 6.50 5.70 10.25  0.040
C: 5.51 5.53 9.31  0.019
C: 5.62 6.09 8.03  -0.006
C: 6.70 6.88 7.76  -0.039
N: 7.69 7.10 8.69  0.040
H: 13.68 9.00 10.28  0.120
H: 13.13 8.17 11.69  0.143
H: 9.01 6.07 11.69  0.159
H: 6.45 5.26 11.23  0.137
H: 4.60 4.96 9.54  0.142
H: 4.87 5.88 7.28  0.132
H: 6.80 7.40 6.79  0.148
O: 8.29 9.94 8.51  -0.536
S: 7.39 11.26 8.37  1.201
C: 8.05 12.18 6.96  -0.371
C: 9.24 11.78 6.36  -0.068
C: 9.78 12.58 5.35  -0.046
C: 9.14 13.71 4.92  -0.042
C: 7.94 14.08 5.50  -0.038
C: 7.38 13.31 6.50  -0.061
C: 8.00 12.31 9.70  -0.373
C: 9.37 12.48 9.85  -0.060
C: 9.86 13.37 10.80  -0.043
C: 8.98 14.03 11.63  -0.043
C: 7.61 13.81 11.53  -0.043
C: 7.11 12.95 10.57  -0.062
H: 9.73 10.89 6.68  0.074
H: 10.69 12.26 4.90  0.112
H: 9.57 14.33 4.12  0.130
H: 7.41 14.98 5.21  0.125
H: 6.47 13.62 6.99  0.116
H: 10.05 11.91 9.23  0.096
H: 10.91 13.57 10.90  0.117
H: 9.35 14.74 12.35  0.124
H: 6.89 14.34 12.16  0.128
H: 6.05 12.78 10.44  0.112

The HOMO energy (alpha / beta) comes out at -14.76 / -14.76 eV. The value obtained for the lowest unoccupied orbital energy (alpha / beta) is -7.8 / -7.8 eV. Its HOMO-LUMO gap (alpha / beta) is 6.97 / 6.97 eV. The total charge is +2.